No. 1
18
Properties=species:S:1:pos:R:3:forces:R:3 method="wB97M-V/def2-TZVPD" e_above_lowest_kcal_mol=7.9 gap_ev="12.07 / 7.12" lumo_energy_ha="0.0423 / -0.1416" s2=0.753 multiplicity=2 total_charge=0
Cl -0.33973 0.09007 -0.02001 -0.02 0.02 -0.10
H 0.54878 -0.40858 2.50883 0.33 -0.54 1.58
C 0.22830 -1.37273 3.00699 0.26 0.27 -0.14
C -1.24843 -1.18469 3.37039 0.38 -0.07 -0.46
C 0.41947 -2.33133 1.84191 -0.54 0.41 0.25
C 1.04944 -1.98564 4.17762 -0.12 0.46 -0.32
C 1.01438 -1.22510 5.48732 -0.01 0.45 0.00
H -1.74600 -2.12529 3.57400 -0.06 -0.36 0.05
H -1.42725 -0.53402 4.21343 0.21 0.22 0.31
H -1.73214 -0.72051 2.52455 -0.40 0.08 -0.32
H -0.06530 -3.27998 2.08519 0.12 -0.10 -0.57
H 0.00136 -1.83340 0.95422 -0.48 -0.45 -0.32
H 1.46925 -2.42599 1.59904 0.29 -0.37 0.10
H 0.64339 -2.99679 4.34274 0.14 0.15 -0.14
H 2.08363 -2.09234 3.85082 0.08 -0.13 -0.04
H 1.64101 -1.66862 6.26519 -0.09 -0.16 -0.14
H 1.39888 -0.20885 5.32719 -0.27 -0.08 0.13
H -0.01349 -1.18480 5.85657 0.17 0.20 0.13

No. 2
8
Properties=species:S:1:pos:R:3:forces:R:3 method="wB97M-V/def2-TZVPD" e_above_lowest_kcal_mol=1.4 gap_ev=9.19 lumo_energy_ha=0.1803 total_charge=-1
O 1.79726 0.30438 -1.63337 0.17 0.23 -0.31
H 1.42377 1.04628 -2.13509 0.01 -0.47 0.52
O -2.05531 0.15114 1.31530 0.36 -0.08 -0.01
H -1.10303 0.11320 0.90356 -0.37 -0.05 -0.05
H -2.24046 -0.79324 1.32967 -0.14 0.08 0.02
O 0.20012 -0.31379 0.18964 0.68 -0.23 0.71
H 1.12641 0.04339 -0.84708 -0.16 0.35 -0.52
H 0.85124 -0.55138 0.87736 -0.55 0.16 -0.37

No. 3
15
Properties=species:S:1:pos:R:3:forces:R:3 method="wB97M-V/def2-TZVPD" smiles="CN1C=C=NCC1" e_above_lowest_kcal_mol=80.2 gap_ev="8.00 / 8.00" lumo_energy_ha="0.0100 / 0.0099" total_charge=0
C 1.23168 0.46926 1.39329 0.01 0.29 0.09
C 0.05764 0.79809 0.40560 -0.03 0.09 0.05
C 0.56527 -1.17954 -0.77375 0.10 -0.01 -0.02
C 1.34725 -1.46364 0.28293 -0.01 0.30 0.34
N 1.55705 -0.98492 1.40787 -0.15 -0.36 -0.51
N -0.47160 -0.38032 -0.30159 0.02 -0.05 0.03
C -1.68559 -0.18884 -1.05642 -0.13 -0.01 -0.09
H 0.94273 0.71567 2.41782 0.06 0.01 -0.11
H 2.11596 1.06460 1.14785 -0.11 -0.10 -0.02
H -0.76926 1.26050 0.95598 0.13 -0.11 -0.05
H 0.41314 1.53480 -0.33157 -0.04 -0.08 0.09
H 0.74207 -1.41198 -1.81814 -0.02 0.03 0.16
H -1.59896 0.61242 -1.80944 0.01 -0.11 0.07
H -2.51355 0.06614 -0.38392 0.12 -0.02 -0.11
H -1.93788 -1.12019 -1.56944 0.02 0.13 0.08

No. 4
20
Properties=species:S:1:pos:R:3:forces:R:3 method="wB97M-V/def2-TZVPD" e_above_lowest_kcal_mol=20.6 gap_ev="7.19 / 6.70" lumo_energy_ha="-0.0424 / -0.0606" total_charge=0
C -1.31486 -1.46404 -0.78516 -0.10 0.41 -0.13
C -1.98133 -0.91983 0.30489 0.46 -0.49 1.05
C -0.02278 -1.20296 -1.03228 1.75 0.26 -0.72
C -1.24865 -0.16657 1.15117 0.60 3.17 2.69
C 0.87388 -0.45869 -0.10591 -1.04 -1.31 -0.49
C 0.11337 0.07578 1.03713 2.34 0.27 -2.24
C -2.04129 3.03377 0.57186 -0.38 -0.18 -0.52
C 3.00790 -0.77493 -1.24510 -2.74 -0.53 -0.41
N 2.16614 -0.32519 -0.16559 -0.10 0.25 1.07
O -3.16905 2.84139 0.78194 0.54 0.16 0.20
O 0.19272 1.66928 3.03801 -0.06 0.52 0.29
O -0.93102 3.20693 0.28029 -0.23 0.08 0.28
S 1.00487 1.31221 1.85016 -0.81 -0.96 0.22
H -1.93624 -1.95558 -1.47956 -0.25 -0.83 -0.95
H -2.95488 -1.25356 0.54327 -1.14 0.30 0.01
H 0.33862 -1.53972 -1.99820 0.40 -0.05 0.19
H -1.53731 0.59502 1.92694 -1.15 -1.58 -0.27
H 2.62181 -1.70818 -1.66743 0.28 -0.35 0.13
H 2.79397 -0.08267 -2.04065 0.77 0.61 -0.63
H 4.02413 -0.88245 -0.96579 0.84 0.25 0.23